{"formula": "C2H6N4S", "method": "ωB97M-V/def2-TZVPD", "energy_ha": -696.95446, "e_above_lowest_kcal_mol": 44.9, "gap_ev": 9.02, "smiles": "NN/C=N/C=N\\S", "elements": ["N", "H", "C", "N", "H", "H", "H", "N", "S", "C", "H", "N", "H"], "positions_angstrom": [[-2.512, 0.748, 0.040], [1.893, -1.653, 1.010], [-1.266, 1.035, 0.138], [2.025, -1.463, 0.074], [-1.099, 2.119, 0.317], [-4.219, -0.892, -0.329], [2.941, 0.300, -0.483], [-0.203, 0.153, 0.168], [-2.895, -0.978, -0.015], [0.929, 0.694, -0.071], [1.200, -1.765, -0.443], [2.062, -0.037, -0.058], [1.142, 1.741, -0.349]]}